{"formula": "C32H22N13O2S2W", "method": "ωB97M-V/def2-TZVPD", "species": ["W", "C", "C", "O", "C", "C", "C", "N", "N", "C", "O", "C", "C", "C", "C", "C", "C", "H", "H", "H", "H", "H", "H", "H", "H", "H", "H", "H", "H", "N", "C", "N", "C", "N", "N", "C", "N", "C", "C", "C", "C", "C", "N", "H", "H", "H", "H", "H", "H", "H", "H", "S", "C", "C", "C", "C", "N", "C", "C", "C", "S", "C", "N", "H", "H", "N", "C", "C", "C", "N", "C", "N"], "xyz": [[-0.337, -1.145, 0.864], [-2.284, -4.922, 0.959], [-1.667, -3.799, 0.191], [-1.238, -2.831, 0.905], [-1.582, -3.751, -1.173], [-1.049, -2.653, -1.872], [-1.040, -2.698, -3.369], [-0.499, -1.624, -1.261], [0.107, -0.723, -2.119], [0.775, 0.151, -1.447], [0.807, 0.105, -0.159], [1.491, 1.251, -2.122], [1.661, 1.253, -3.505], [2.323, 2.303, -4.120], [2.824, 3.357, -3.363], [2.666, 3.350, -1.985], [2.002, 2.300, -1.366], [-3.142, -4.562, 1.530], [-1.558, -5.325, 1.666], [-2.611, -5.714, 0.287], [-1.962, -4.584, -1.747], [-1.662, -3.520, -3.723], [-0.014, -2.842, -3.717], [-1.386, -1.754, -3.786], [1.272, 0.419, -4.075], [2.462, 2.294, -5.195], [3.344, 4.176, -3.846], [3.071, 4.158, -1.388], [1.891, 2.274, -0.288], [-3.526, -1.181, -0.373], [-3.013, 0.047, -0.487], [-3.645, 0.919, -1.267], [-3.112, 2.132, -1.285], [-3.603, 3.016, -2.176], [-2.141, 2.557, -0.462], [-1.588, 1.624, 0.268], [-1.886, 0.335, 0.225], [-0.633, 2.043, 1.318], [-0.422, 3.379, 1.587], [0.374, 3.718, 2.670], [0.905, 2.706, 3.441], [0.657, 1.390, 3.076], [-0.081, 1.070, 2.026], [-4.473, -1.292, -0.697], [-3.251, -1.747, 0.417], [-4.446, 2.764, -2.660], [-3.343, 3.981, -2.085], [-0.889, 4.116, 0.950], [0.564, 4.755, 2.916], [1.520, 2.921, 4.304], [1.076, 0.549, 3.616], [1.780, -3.070, -0.113], [2.921, -1.851, 0.331], [3.990, -1.473, -0.493], [4.836, -0.424, -0.154], [5.906, -0.061, -1.050], [6.766, 0.215, -1.764], [4.649, 0.271, 1.047], [3.613, -0.123, 1.896], [2.761, -1.155, 1.554], [1.402, -1.625, 2.579], [5.470, 1.395, 1.403], [6.096, 2.314, 1.701], [4.132, -1.990, -1.433], [3.469, 0.408, 2.829], [-1.605, -1.073, 2.668], [-2.618, -1.035, 3.213], [-3.919, -1.061, 3.714], [-4.930, -1.433, 2.785], [-5.694, -1.750, 1.976], [-4.235, -0.742, 5.058], [-4.500, -0.484, 6.152]], "mulliken_charge": [1.195, -1.584, 0.970, -0.634, -1.254, 1.197, -1.622, 0.740, -1.027, 0.062, 0.609, 0.103, -0.341, -0.754, -0.465, -1.248, 0.174, 0.292, 0.318, 0.416, 0.314, 0.498, 0.258, 0.316, 0.489, 0.403, 0.393, 0.420, 0.384, 0.118, 0.215, -0.813, 0.162, -0.384, -0.749, 0.034, 0.434, 0.591, -0.527, -0.646, -1.048, -0.501, 0.477, 0.333, -0.193, 0.270, 0.252, 0.550, 0.453, 0.450, 0.760, -0.359, 0.393, -0.836, 0.833, -0.250, -0.603, 0.540, -1.132, 0.713, -0.482, -0.154, -0.612, 0.491, 0.510, -0.517, 0.783, -0.129, 0.217, -0.616, -0.084, -0.566], "energy_ha": -2958.62904, "multiplicity": 1, "e_above_lowest_kcal_mol": 30.5, "total_charge": -1}

{"formula": "C6H12Si", "method": "ωB97M-V/def2-TZVPD", "species": ["C", "C", "C", "C", "C", "C", "Si", "H", "H", "H", "H", "H", "H", "H", "H", "H", "H", "H", "H"], "xyz": [[-1.871, 0.240, 0.711], [-1.410, 1.028, -0.641], [-1.310, -1.181, 0.489], [-0.077, 0.432, -0.831], [-0.016, -0.898, -0.200], [3.065, 0.098, -0.100], [1.248, 0.289, 0.532], [-1.407, 0.650, 1.618], [-2.951, 0.135, 0.681], [-1.974, 0.651, -1.545], [-1.531, 2.144, -0.323], [-1.381, -1.759, 1.421], [-2.060, -1.814, -0.147], [0.186, 0.548, -1.874], [0.364, -1.792, -0.886], [3.285, -0.968, -0.047], [2.935, 0.397, -1.074], [3.618, 0.770, 0.495], [1.288, 1.029, 1.723]], "mulliken_charge": [-0.829, -0.559, -0.676, -0.421, -0.113, -1.092, 0.336, 0.298, 0.388, 0.306, 0.260, 0.305, 0.297, 0.410, 0.279, 0.335, 0.353, 0.263, -0.141], "energy_ha": -525.21364, "smiles": "C[Si@H]1[C@@H]2CCC[C@@H]21", "multiplicity": 1, "e_above_lowest_kcal_mol": 54.8}

{"formula": "C25H29N2O", "method": "ωB97M-V/def2-TZVPD", "species": ["C", "C", "C", "C", "C", "C", "H", "H", "O", "C", "C", "N", "C", "C", "N", "H", "C", "C", "H", "H", "H", "H", "C", "C", "C", "C", "C", "C", "C", "H", "H", "H", "H", "H", "C", "C", "C", "C", "C", "C", "H", "H", "H", "H", "H", "H", "H", "H", "H", "H", "H", "H", "H", "H", "H", "H", "H"], "xyz": [[0.001, -3.979, 1.936], [-1.090, -3.168, 2.210], [-1.843, -2.645, 1.179], [-1.527, -2.942, -0.147], [-0.434, -3.755, -0.422], [0.320, -4.267, 0.623], [1.161, -4.905, 0.398], [-0.169, -4.020, -1.434], [-2.358, -2.376, -1.080], [-2.079, -2.522, -2.456], [-0.909, -1.650, -2.923], [-1.282, -0.252, -3.086], [-1.925, 0.382, -1.959], [-0.948, 0.691, -0.817], [0.145, 1.562, -1.313], [-0.294, 2.422, -1.666], [0.824, 0.915, -2.460], [-0.203, 0.580, -3.558], [-0.636, 1.509, -3.947], [0.309, 0.081, -4.381], [1.308, 0.007, -2.098], [1.586, 1.589, -2.855], [1.111, 1.992, -0.235], [1.641, 0.778, 0.498], [2.817, 0.172, 0.069], [3.296, -0.959, 0.708], [2.610, -1.490, 1.786], [1.450, -0.879, 2.233], [0.964, 0.245, 1.592], [0.068, 0.722, 1.958], [0.921, -1.277, 3.084], [2.985, -2.368, 2.286], [4.211, -1.418, 0.366], [3.375, 0.594, -0.756], [0.514, 3.034, 0.694], [1.237, 3.345, 1.843], [0.786, 4.312, 2.722], [-0.394, 4.989, 2.465], [-1.111, 4.698, 1.319], [-0.659, 3.731, 0.434], [-1.254, 3.555, -0.453], [-2.026, 5.226, 1.103], [-0.750, 5.742, 3.149], [1.361, 4.537, 3.607], [2.160, 2.824, 2.045], [1.949, 2.467, -0.766], [-0.511, -0.234, -0.438], [-1.462, 1.194, 0.002], [-2.387, 1.309, -2.318], [-2.714, -0.262, -1.575], [-0.074, -1.788, -2.217], [-0.588, -2.005, -3.905], [-2.993, -2.216, -2.970], [-1.878, -3.569, -2.703], [-2.702, -2.023, 1.373], [-1.361, -2.948, 3.231], [0.587, -4.393, 2.741]], "mulliken_charge": [-0.602, -0.583, -0.204, 0.683, -0.417, -0.800, 0.429, 0.365, -0.510, -1.189, -0.071, 0.190, -1.661, -0.394, 0.150, 0.552, -0.355, -1.291, 0.371, 0.512, 0.450, 0.413, 0.223, -0.260, -0.313, -0.956, -0.526, -1.043, 0.402, 0.533, 0.480, 0.478, 0.453, 0.464, 0.423, -0.454, -0.868, -0.472, -0.990, -0.357, 0.330, 0.424, 0.418, 0.419, 0.474, 0.692, 0.297, 0.686, 0.383, 0.542, 0.297, 0.459, 0.411, 0.495, 0.483, 0.453, 0.481], "energy_ha": -1154.56509, "smiles": "c1ccc(OCCN2CC[NH+](C(c3ccccc3)c3ccccc3)CC2)cc1", "multiplicity": 1, "e_above_lowest_kcal_mol": 2.9, "total_charge": 1}

{"formula": "C3H5FIN", "method": "ωB97M-V/def2-TZVPD", "species": ["C", "C", "C", "N", "F", "I", "H", "H", "H", "H", "H"], "xyz": [[-0.375, -0.089, -0.330], [-1.662, -0.763, -0.379], [1.521, 0.711, 0.642], [0.349, -0.030, 0.706], [1.366, 1.770, -0.224], [3.217, -0.412, -0.092], [-0.070, 0.590, -1.080], [-1.867, -1.142, 0.625], [-1.738, -1.667, -1.082], [-2.477, 0.021, -0.467], [1.737, 1.014, 1.680]], "mulliken_charge": [0.061, -0.955, -0.028, -0.511, -0.253, 0.030, 0.449, 0.286, 0.276, 0.258, 0.388], "energy_ha": -569.58500, "smiles": "C/C=N/[C@H](F)I", "multiplicity": 1, "e_above_lowest_kcal_mol": 0.0}

{"formula": "C8H20N3O2Si", "method": "ωB97M-V/def2-TZVPD", "species": ["C", "Si", "C", "C", "O", "C", "C", "C", "N", "C", "N", "N", "C", "O", "H", "H", "H", "H", "H", "H", "H", "H", "H", "H", "H", "H", "H", "H", "H", "H", "H", "H", "H", "H"], "xyz": [[4.553, 0.776, 0.355], [2.784, 0.223, 0.130], [2.176, -0.736, 1.627], [2.709, -0.927, -1.345], [1.891, 1.621, -0.116], [0.600, 1.517, -0.660], [-0.482, 1.366, 0.431], [-1.562, 0.452, -0.055], [-2.655, 0.245, 0.976], [-3.523, -0.693, 0.530], [-3.911, -1.730, 1.219], [-4.028, -0.535, -0.764], [-3.020, -0.071, -1.731], [-2.191, 0.942, -1.198], [4.625, 1.821, 0.638], [5.042, 0.170, 1.114], [5.082, 0.608, -0.580], [1.108, -0.933, 1.534], [2.711, -1.678, 1.709], [2.333, -0.187, 2.553], [1.756, -1.447, -1.434], [2.893, -0.350, -2.250], [3.482, -1.688, -1.284], [0.509, 0.709, -1.390], [0.394, 2.435, -1.202], [-0.932, 2.340, 0.610], [-0.049, 1.014, 1.361], [-1.140, -0.528, -0.314], [-2.284, 0.058, 1.903], [-3.685, -1.810, 2.197], [-4.440, -2.476, 0.798], [-4.821, 0.096, -0.728], [-2.418, -0.929, -2.026], [-3.507, 0.321, -2.612]], "mulliken_charge": [-1.150, 0.602, -1.064, -1.143, -0.429, -0.597, -0.754, -0.015, -0.209, 0.498, -0.301, -0.365, -0.349, -0.392, 0.315, 0.339, 0.341, 0.248, 0.402, 0.302, 0.335, 0.333, 0.387, 0.349, 0.267, 0.336, 0.437, 0.477, 0.274, 0.252, 0.274, 0.298, 0.324, 0.376], "energy_ha": -920.89164, "smiles": "C[Si](C)(C)OCC[C@H]1NC(N)=[NH+]CO1", "multiplicity": 1, "total_charge": 1}

{"formula": "H2NO5PS", "method": "ωB97M-V/def2-TZVPD", "species": ["N", "O", "O", "O", "O", "O", "P", "S", "H", "H"], "xyz": [[1.456, -0.441, 0.837], [0.819, -1.689, -1.267], [-2.723, 0.718, -0.770], [-0.177, 0.918, -1.243], [-1.024, -0.661, 0.161], [-1.347, 1.727, 0.806], [0.398, -0.556, -0.414], [-1.442, 0.856, -0.261], [1.762, 0.016, 1.681], [2.279, -0.887, 0.470]], "mulliken_charge": [-0.422, -0.609, -0.489, -0.355, -0.267, -0.490, 1.025, 1.102, 0.243, 0.261], "energy_ha": -1171.73827, "multiplicity": 1, "e_above_lowest_kcal_mol": 22.1}

> Number 2 is which compound?

C6H12Si